# 1
Density functional theory data (ωB97M-V/def2-TZVPD) for a cluster of 2 separate species, C5H12O in total.

Element x y z (Å)
C  0.5022  2.7326  -0.3357
C  -0.1018  1.4580  -0.7246
C  0.2267  0.1972  -0.4359
C  -0.6518  -1.0039  -0.6306
C  -1.2503  -1.2718  0.7975
H  -0.2053  3.5530  -0.2021
H  1.2976  3.0923  -1.0074
H  1.0309  2.7013  0.6269
H  -1.0323  1.5733  -1.2849
H  1.1026  0.1537  0.2198
H  -1.4363  -0.5400  -1.2433
H  -0.1040  -1.8418  -1.0519
H  -1.9783  -2.0765  0.5612
H  -1.7148  -0.3979  1.2298
H  -0.5837  -1.7947  1.4800
O  1.9579  -2.3839  0.7625
H  1.0989  -2.7135  0.4731
H  1.8417  -1.4374  0.7655

Properties
SMILES = C/C=C/CC.O
HOMO level = -0.3429 Ha
HOMO-LUMO gap = 10.4 eV
Molar mass = 88.15 g/mol
Relative energy (zero: lowest compared OMol25 entry of this formula, charge and spin) = 1.433 eV
Energy = -272.89599 Ha

The molecule's natural (NBO) atomic charges, reported in e, are given here: C -0.655; C -0.189; C -0.168; C -0.440; C -0.613; H 0.222; H 0.225; H 0.213; H 0.178; H 0.158; H 0.216; H 0.213; H 0.208; H 0.221; H 0.208; O -0.926; H 0.462; H 0.466

---

# 2
Density functional theory data (ωB97M-V/def2-TZVPD) for a structure of composition C17H19N3O3S.

Element x y z (Å)
C  3.0691  2.4923  -1.6340
H  2.6983  3.4239  -1.9989
O  2.5006  2.1393  -0.5949
C  2.7044  0.7719  -0.1028
C  3.7696  -0.1254  -0.6114
C  3.9180  -1.2749  0.1726
C  3.0290  -1.7976  1.2569
C  1.9944  -0.9071  1.3598
C  1.7063  0.3225  0.7979
N  0.6936  1.0684  1.1674
C  -0.6834  0.9453  1.4330
N  -1.7111  1.7558  1.0095
C  -2.9531  1.0064  1.0878
H  -3.6083  2.1502  1.2333
C  -3.2577  0.2437  -0.1372
N  -2.4386  0.6230  -0.9658
C  -1.1770  -0.1691  -1.3734
O  -0.3244  0.5215  -1.8858
C  -1.0437  -1.3479  -1.2290
C  -2.1006  -2.4256  -1.0566
C  -1.3967  -3.6601  -1.0011
C  -0.1674  -3.1773  -0.6067
O  0.0750  -1.8440  -0.8740
H  0.7765  -3.7772  -0.3620
H  -1.7482  -4.4768  -1.0781
H  -3.0370  -2.3689  -1.3822
C  -2.2757  1.9148  -1.1969
H  -1.7300  2.5161  -2.1503
C  -1.5754  2.5914  0.1428
H  -1.8710  3.5437  0.4474
H  -0.4482  2.8915  -0.3129
H  -3.3336  2.4714  -1.3514
H  -3.0064  -0.7299  0.2923
H  -4.3098  0.2158  -0.3593
H  -3.1432  0.5769  2.1380
S  -0.9768  -0.4771  2.2026
H  0.8181  2.0353  0.5901
H  1.3465  -1.2905  2.5005
H  3.2842  -2.5847  1.5677
H  4.7137  -1.6382  -0.0959
H  4.5041  0.3393  -1.0526
H  3.9410  2.7416  -1.2792
H  2.8101  1.7339  -2.5077

Properties
HOMO level = -0.2744 Ha
HOMO-LUMO gap = 7.3 eV
Molar mass = 345.42 g/mol
Relative energy (zero: lowest compared OMol25 entry of this formula, charge and spin) = 20.325 eV
Energy = -1446.69090 Ha

The molecule's natural (NBO) atomic charges, reported in e, are given here: C -0.217; H 0.174; O -0.522; C 0.324; C -0.287; C -0.153; C -0.216; C -0.139; C 0.037; N -0.601; C 0.312; N -0.488; C -0.196; H 0.152; C -0.263; N -0.496; C 0.580; O -0.572; C 0.129; C -0.172; C -0.264; C 0.159; O -0.322; H 0.215; H 0.193; H 0.200; C -0.223; H 0.263; C -0.191; H 0.191; H 0.202; H 0.194; H 0.251; H 0.184; H 0.284; S -0.234; H 0.411; H 0.234; H 0.174; H 0.165; H 0.205; H 0.165; H 0.162

---

# 3
Density functional theory data (ωB97M-V/def2-TZVPD) for a cluster of 7 separate species, C41H81NO21 in total.

Element x y z (Å)
C  6.2754  -2.5493  2.4144
C  6.1187  -1.3574  1.4457
C  5.8015  -1.9033  0.0369
C  5.2583  -0.8161  -0.9547
C  5.5646  0.6331  -0.5474
C  5.3494  1.6147  -1.7174
C  3.9008  1.6312  -2.2318
C  2.9342  2.2817  -1.2229
C  1.8227  3.1286  -1.9022
C  0.4208  2.5553  -1.6458
C  -0.0502  2.8489  -0.1961
C  -1.4090  3.5616  -0.1200
C  -2.6079  2.6011  -0.0914
C  -3.9020  3.2694  0.4741
C  -4.5672  2.4251  1.5787
C  -5.4856  1.2753  1.1070
C  -6.2701  1.5368  -0.1862
C  -5.4653  1.0920  -1.4407
N  -5.9455  -0.1081  -2.1248
C  -7.0601  0.0872  -3.0623
C  -8.3601  -0.6770  -2.7580
C  -6.0219  -1.2842  -1.3163
C  -5.0993  -2.4468  -1.7235
O  -6.6950  -1.4219  -0.3572
O  -4.7060  0.0546  1.0561
C  -4.9391  -0.8283  2.0161
O  -4.5620  -1.9212  1.9217
H  7.0935  -3.2056  2.1020
H  5.3644  -3.1466  2.4755
H  6.5343  -2.1512  3.4004
H  7.0341  -0.7697  1.4471
H  5.2595  -0.7823  1.7966
H  6.7061  -2.3218  -0.4164
H  5.0836  -2.7181  0.1568
H  4.1749  -0.9560  -1.0189
H  5.7038  -1.0172  -1.9337
H  4.9894  0.9160  0.3378
H  6.6194  0.7114  -0.2631
H  5.6781  2.6150  -1.4162
H  6.0103  1.2699  -2.5213
H  3.8915  2.1411  -3.2007
H  3.6315  0.5917  -2.4428
H  3.5332  2.9586  -0.6040
H  2.4861  1.5241  -0.5743
H  1.8577  4.1633  -1.5456
H  2.0265  3.1802  -2.9763
H  -0.2939  3.0261  -2.3286
H  0.4538  1.4822  -1.8570
H  -0.1217  1.9266  0.3893
H  0.7011  3.4866  0.2810
H  -1.5499  4.2883  -0.9266
H  -1.4393  4.1440  0.8113
H  -2.4000  1.6375  0.3812
H  -2.8441  2.3801  -1.1416
H  -4.5735  3.5932  -0.3218
H  -3.5553  4.1885  0.9596
H  -5.0585  3.0870  2.2967
H  -3.7455  1.9510  2.1272
H  -6.2357  1.1425  1.8964
H  -7.1977  0.9640  -0.1705
H  -6.5260  2.5986  -0.1849
H  -5.5261  1.9065  -2.1685
H  -4.4086  0.9604  -1.2076
H  -7.3010  1.1471  -3.1683
H  -6.7140  -0.2311  -4.0580
H  -8.7867  -0.2761  -1.8374
H  -9.0450  -0.4853  -3.5892
H  -8.2439  -1.7595  -2.6999
H  -5.6577  -3.2683  -2.1695
H  -4.3092  -2.0493  -2.3636
H  -4.6147  -2.7594  -0.7950
H  -5.4568  -0.5458  2.9494
C  -1.5974  -7.0993  5.9590
O  -2.8033  -6.5697  5.4085
C  -2.6611  -5.3610  4.8413
O  -1.6321  -4.7329  4.7763
O  -3.8374  -4.9787  4.3668
C  -3.8240  -3.6934  3.7137
H  -1.8387  -8.0724  6.3805
H  -0.8437  -7.2293  5.1836
H  -1.2202  -6.4550  6.7530
H  -3.1612  -3.7096  2.8529
H  -3.5239  -2.9162  4.4164
H  -4.8284  -3.4938  3.3782
C  0.4050  -4.9565  2.5670
O  1.1399  -3.9996  1.7930
C  0.3767  -3.1922  1.0575
O  -0.8265  -3.2105  0.9984
O  1.1796  -2.3504  0.3933
C  0.4901  -1.4185  -0.4393
H  1.1287  -5.5520  3.1190
H  -0.2496  -4.4587  3.2758
H  -0.1677  -5.6178  1.9161
H  -0.1652  -0.7819  0.1549
H  -0.0804  -1.9375  -1.2086
H  1.2446  -0.7981  -0.9185
C  6.8725  4.9376  -4.1651
O  7.7769  3.8330  -4.1619
C  8.7892  3.9500  -5.0252
O  8.9816  4.8768  -5.7690
O  9.5507  2.8574  -4.9186
C  10.6819  2.8404  -5.7908
H  6.0996  4.7254  -3.4302
H  7.3844  5.8559  -3.8809
H  6.4040  5.0486  -5.1421
H  11.3494  3.6736  -5.5766
H  10.3647  2.8655  -6.8324
H  11.2164  1.9110  -5.6130
C  9.5837  -0.9170  -6.2666
O  10.4772  -2.0307  -6.2547
C  11.4922  -1.9264  -7.1154
O  11.6951  -1.0016  -7.8609
O  12.2442  -3.0242  -7.0051
C  13.3771  -3.0504  -7.8741
H  8.8068  -1.1139  -5.5324
H  10.1039  -0.0035  -5.9875
H  9.1177  -0.8069  -7.2450
H  14.0484  -2.2210  -7.6562
H  13.0632  -3.0222  -8.9165
H  13.9002  -3.9850  -7.6888
C  -4.7881  7.9468  2.5537
O  -5.9449  8.2314  1.7657
C  -6.3802  7.2022  1.0369
O  -5.8875  6.1028  1.0005
O  -7.4559  7.6015  0.3549
C  -8.0333  6.5941  -0.4759
H  -4.5377  8.8562  3.0936
H  -4.9974  7.1558  3.2727
H  -3.9478  7.6711  1.9179
H  -8.3720  5.7492  0.1226
H  -7.3217  6.2645  -1.2320
H  -8.8914  7.0411  -0.9710
C  -8.5754  -4.3209  9.3935
O  -7.5175  -5.2663  9.2421
C  -6.5873  -4.9119  8.3481
O  -6.5859  -3.8977  7.6971
O  -5.6666  -5.8739  8.3052
C  -4.5996  -5.6289  7.3808
H  -9.2577  -4.7212  10.1393
H  -8.1900  -3.3647  9.7451
H  -9.1140  -4.1921  8.4556
H  -4.0574  -4.7227  7.6560
H  -4.9807  -5.5535  6.3681
H  -3.9232  -6.4714  7.4402

Properties
SMILES = CCCCCCCCCCCCCCC[C@@H](CCN(CC)C(C)=O)OC=O.COC(=O)OC.COC(=O)OC.COC(=O)OC.COC(=O)OC.COC(=O)OC.COC(=O)OC
HOMO level = -0.3145 Ha
HOMO-LUMO gap = 9.1 eV
Molar mass = 924.09 g/mol
Relative energy (zero: lowest compared OMol25 entry of this formula, charge and spin) = 0.000 eV
Energy = -3245.60516 Ha

Results of the Löwdin charge analysis, in e, for atoms 1 through 99: C -0.120; C -0.272; C -0.201; C -0.196; C -0.223; C -0.219; C -0.208; C -0.191; C -0.209; C -0.202; C -0.198; C -0.213; C -0.199; C -0.183; C -0.118; C -0.290; C -0.091; C -0.148; N -0.101; C -0.215; C -0.083; C -0.488; C 0.029; O 0.123; O -0.001; C -0.371; O 0.100; H 0.070; H 0.068; H 0.065; H 0.101; H 0.103; H 0.106; H 0.101; H 0.093; H 0.108; H 0.104; H 0.108; H 0.104; H 0.107; H 0.101; H 0.097; H 0.108; H 0.102; H 0.106; H 0.097; H 0.103; H 0.098; H 0.098; H 0.106; H 0.116; H 0.104; H 0.107; H 0.098; H 0.100; H 0.095; H 0.115; H 0.118; H 0.136; H 0.108; H 0.113; H 0.119; H 0.105; H 0.112; H 0.110; H 0.072; H 0.074; H 0.073; H 0.082; H 0.077; H 0.077; H 0.166; C -0.040; O -0.037; C -0.612; O 0.100; O 0.004; C -0.026; H 0.096; H 0.095; H 0.101; H 0.092; H 0.106; H 0.081; C -0.035; O 0.006; C -0.612; O 0.125; O -0.001; C -0.041; H 0.095; H 0.065; H 0.102; H 0.092; H 0.101; H 0.074; C -0.040; O -0.002; C -0.616

---

# 4
Density functional theory data (ωB97M-V/def2-TZVPD) for a cluster of 2 separate species, C5H12N3 in total.

Element x y z (Å)
C  0.7635  0.2735  -2.5827
C  0.2715  0.7380  -3.7392
C  -1.0623  -0.5683  -1.3458
N  0.1832  -0.7052  -1.7588
H  1.7237  0.6312  -2.1214
H  -0.7545  0.4297  -4.0675
H  0.7763  1.5542  -4.2571
H  -1.5802  -1.4040  -0.8977
H  -1.5458  0.4148  -1.4851
C  -0.5674  -1.5004  2.6203
N  0.8994  1.5355  1.3138
C  0.0525  0.6879  1.8615
N  0.3875  -0.5540  2.1097
H  -0.7366  -2.3514  1.9344
H  -1.5174  -0.9953  2.7538
H  -0.1699  -1.8560  3.6294
H  1.8875  1.2865  1.1931
H  0.5605  2.2116  0.6671
H  -0.9434  0.9933  2.1046
H  1.3720  -0.8217  2.0676

Properties
HOMO level = -0.4437 Ha
HOMO-LUMO gap = 8.1 eV
Net charge = +1
Molar mass = 114.17 g/mol
Relative energy (zero: lowest compared OMol25 entry of this formula, charge and spin) = 2.616 eV
Energy = -361.67198 Ha

The molecule's natural (NBO) atomic charges, reported in e, are given here: C -0.069; C -0.420; C -0.088; N -0.405; H 0.192; H 0.215; H 0.226; H 0.189; H 0.163; C -0.425; N -0.726; C 0.408; N -0.480; H 0.244; H 0.222; H 0.237; H 0.422; H 0.437; H 0.230; H 0.429

---

Among the records above, which one has the highest energy?
C5H12O